{"formula": "C88H184N8O16S4", "method": "ωB97M-V/def2-TZVPD", "species": ["C", "C", "C", "C", "C", "C", "C", "C", "C", "N", "O", "H", "H", "H", "H", "H", "H", "H", "H", "H", "H", "H", "H", "H", "H", "H", "H", "H", "H", "H", "C", "C", "C", "C", "C", "C", "C", "C", "C", "N", "O", "H", "H", "H", "H", "H", "H", "H", "H", "H", "H", "H", "H", "H", "H", "H", "H", "H", "H", "H", "C", "C", "C", "C", "C", "C", "C", "C", "C", "N", "O", "H", "H", "H", "H", "H", "H", "H", "H", "H", "H", "H", "H", "H", "H", "H", "H", "H", "H", "H", "C", "C", "C", "C", "C", "C", "C", "C", "C", "N", "O", "H", "H", "H", "H", "H", "H", "H", "H", "H", "H", "H", "H", "H", "H", "H", "H", "H", "H", "H", "C", "C", "C", "C", "C", "C", "C", "C", "C", "N", "O", "H", "H", "H", "H", "H", "H", "H", "H", "H", "H", "H", "H", "H", "H", "H", "H", "H", "H", "H", "C", "C", "C", "C", "C", "C", "C", "C", "C", "N", "O", "H", "H", "H", "H", "H", "H", "H", "H", "H", "H", "H", "H", "H", "H", "H", "H", "H", "H", "H", "C", "C", "C", "C", "C", "C", "C", "C", "C", "N", "O", "H", "H", "H", "H", "H", "H", "H", "H", "H", "H", "H", "H", "H", "H", "H", "H", "H", "H", "H", "C", "C", "C", "C", "C", "C", "C", "C", "C", "N", "O", "H", "H", "H", "H", "H", "H", "H", "H", "H", "H", "H", "H", "H", "H", "H", "H", "H", "H", "H", "O", "S", "O", "C", "C", "C", "C", "H", "H", "H", "H", "H", "H", "H", "H", "O", "S", "O", "C", "C", "C", "C", "H", "H", "H", "H", "H", "H", "H", "H", "O", "S", "O", "C", "C", "C", "C", "H", "H", "H", "H", "H", "H", "H", "H", "O", "S", "O", "C", "C", "C", "C", "H", "H", "H", "H", "H", "H", "H", "H"], "xyz": [[-3.5279, 3.2329, 4.6172], [-2.3006, 3.4963, 5.4185], [-2.6030, 3.0771, 6.8245], [-1.0074, 2.8163, 4.8711], [-0.5852, 3.4957, 3.5477], [-0.2195, 4.9442, 3.8620], [-1.4530, 5.7197, 4.3449], [-1.0914, 7.1362, 4.8256], [-2.5551, 5.8722, 3.2291], [-1.9721, 4.9209, 5.5153], [-3.0861, 5.6507, 5.9090], [-4.4388, 3.7211, 4.9649], [-3.4973, 3.5070, 3.5553], [-3.6665, 2.1731, 4.6512], [-1.8051, 3.4570, 7.4484], [-3.4658, 3.5084, 7.2914], [-2.6263, 1.9704, 6.8745], [-0.1792, 2.9953, 5.5956], [-1.1373, 1.7731, 4.7494], [0.2983, 3.0354, 3.1267], [-1.3041, 3.4872, 2.7418], [0.1610, 5.4792, 2.9576], [0.6353, 4.9108, 4.5891], [-0.4723, 7.5418, 4.0032], [-0.4906, 7.1662, 5.7540], [-1.9814, 7.7868, 4.8667], [-2.4462, 5.0587, 2.5200], [-2.4394, 6.8054, 2.7274], [-3.5392, 5.8400, 3.6988], [-2.8740, 6.1283, 6.7452], [-3.3045, 4.2073, -7.8634], [-3.2206, 4.4735, -6.3948], [-1.8588, 5.1300, -6.1826], [-4.3422, 5.4071, -5.9898], [-4.5741, 5.4918, -4.4870], [-4.7319, 4.1034, -3.9492], [-3.4807, 3.2347, -4.1257], [-2.2002, 3.6752, -3.3569], [-3.9035, 1.8148, -3.7078], [-3.3234, 3.1739, -5.6050], [-2.1232, 2.4869, -5.8406], [-4.2013, 3.5676, -8.1371], [-3.1990, 5.1243, -8.4516], [-2.3849, 3.7089, -8.0492], [-1.0123, 4.5618, -6.4512], [-1.8371, 6.0174, -6.8181], [-1.6287, 5.4109, -5.1342], [-4.1583, 6.3980, -6.3881], [-5.2854, 5.0214, -6.4430], [-3.7207, 5.9929, -3.9948], [-5.4864, 6.1131, -4.2467], [-5.5655, 3.5618, -4.4050], [-5.0118, 4.1844, -2.8832], [-1.7822, 4.6602, -3.5211], [-1.3062, 3.0281, -3.5969], [-2.3660, 3.6221, -2.2686], [-4.0415, 1.9174, -2.6387], [-3.1635, 1.0484, -3.9055], [-4.8628, 1.5961, -4.1374], [-2.3100, 1.9658, -6.6296], [-4.2790, -0.6643, 1.5944], [-3.0987, 0.1521, 1.0776], [-3.5251, 1.5306, 0.6189], [-2.0971, 0.2425, 2.2656], [-0.7856, 0.7343, 1.7691], [-0.2161, -0.1648, 0.7407], [-1.1642, -0.3227, -0.5122], [-1.0966, 1.0061, -1.2276], [-0.7007, -1.4476, -1.4154], [-2.5142, -0.6582, 0.0147], [-3.3419, -0.6354, -1.1288], [-3.8887, -1.6727, 1.8910], [-4.7372, -0.2665, 2.5011], [-5.0479, -0.7897, 0.8254], [-2.9158, 2.3945, 0.9079], [-3.7568, 1.6876, -0.4974], [-4.4848, 1.7724, 1.1185], [-2.5650, 0.8572, 3.0322], [-1.9999, -0.8184, 2.4784], [-0.8879, 1.7345, 1.3031], [-0.0364, 0.8432, 2.5779], [0.0734, -1.2055, 1.0895], [0.7343, 0.2450, 0.2665], [-1.6594, 1.0295, -2.1822], [-0.0765, 1.2870, -1.5239], [-1.4424, 1.8896, -0.6688], [-1.2041, -2.3798, -1.1732], [0.4076, -1.7014, -1.3555], [-0.9917, -1.3372, -2.4640], [-3.3571, -1.5383, -1.5004], [-0.9289, 0.0293, 7.3758], [-1.5551, -1.2573, 6.8876], [-2.6161, -1.8543, 7.8907], [-2.3254, -0.8519, 5.6041], [-2.8468, -2.0732, 4.8421], [-1.6161, -2.9718, 4.5419], [-0.8000, -3.3484, 5.7260], [-1.5058, -4.3811, 6.5472], [0.5369, -3.9707, 5.3385], [-0.4713, -2.1455, 6.4835], [0.2127, -2.4193, 7.6302], [-1.6588, 0.8229, 7.5205], [-0.3002, -0.0340, 8.2466], [-0.2014, 0.4647, 6.6212], [-2.9729, -1.0468, 8.4887], [-3.4869, -2.2357, 7.4317], [-2.1848, -2.6747, 8.4923], [-3.0414, -0.0588, 5.9573], [-1.5795, -0.3218, 4.9988], [-3.5391, -2.5934, 5.4780], [-3.1963, -1.7494, 3.8870], [-0.9103, -2.4457, 3.8809], [-1.7834, -3.8591, 3.9099], [-0.9843, -4.5948, 7.4823], [-1.4842, -5.3146, 5.9223], [-2.5145, -4.1396, 6.8125], [1.1435, -4.0757, 6.1874], [0.9678, -3.3952, 4.5315], [0.4391, -5.0044, 5.0043], [1.1362, -2.2031, 7.4838], [2.8699, -8.2120, -4.4635], [2.4066, -6.9238, -3.8883], [2.6665, -6.8933, -2.3446], [3.3149, -5.7265, -4.3374], [2.7611, -4.3220, -4.4037], [1.2979, -4.4150, -4.9230], [0.4614, -5.3561, -4.0671], [0.2684, -4.7351, -2.7254], [-0.9687, -5.3792, -4.7018], [1.0273, -6.6648, -4.2056], [0.2512, -7.5898, -3.3904], [2.8777, -8.2589, -5.5509], [3.9107, -8.3840, -4.2467], [2.3478, -9.0528, -4.0588], [2.7044, -5.8898, -1.9145], [1.9184, -7.4089, -1.7221], [3.6558, -7.3600, -2.1272], [4.1677, -5.7380, -3.6828], [3.6292, -6.0432, -5.3581], [2.7819, -3.8627, -3.4236], [3.3981, -3.6898, -5.0350], [1.2259, -4.7399, -5.9545], [0.8701, -3.4245, -4.8470], [-0.1732, -3.7609, -2.8639], [1.2169, -4.7885, -2.1615], [-0.4685, -5.3274, -2.1989], [-1.5990, -6.0383, -4.1122], [-0.9899, -5.8052, -5.7031], [-1.3650, -4.3775, -4.7863], [-0.3441, -8.0271, -3.9932], [4.6579, 5.7898, 0.6335], [3.7499, 4.8544, -0.1945], [4.3106, 4.5229, -1.5440], [3.5551, 3.5535, 0.6720], [2.3418, 2.7050, 0.2856], [1.0997, 3.6203, 0.3183], [1.2259, 4.8100, -0.6262], [1.2114, 4.4539, -2.1430], [0.0634, 5.6808, -0.3144], [2.4250, 5.4972, -0.1462], [2.5674, 6.6728, -0.9233], [5.5980, 5.2969, 0.8638], [4.8868, 6.7277, 0.1702], [4.1330, 6.0865, 1.5248], [5.4219, 4.3167, -1.5350], [3.8734, 3.6046, -1.9880], [4.1822, 5.2825, -2.3520], [4.5381, 3.0345, 0.7540], [3.3728, 3.8496, 1.7271], [2.3588, 2.0979, -0.6642], [2.2801, 1.9483, 1.0714], [0.9796, 3.9977, 1.3548], [0.2100, 3.0012, 0.1381], [0.1891, 4.0802, -2.3258], [1.9767, 3.7171, -2.4816], [1.2689, 5.3451, -2.7852], [-0.8365, 5.1268, -0.5437], [-0.0227, 6.5493, -0.9451], [0.0207, 5.9826, 0.7199], [2.8688, 7.3284, -0.2895], [0.2144, -0.1774, -5.0403], [1.6384, 0.4570, -4.9969], [2.1007, 0.5925, -3.5224], [2.5734, -0.5309, -5.6388], [3.9618, 0.0721, -5.9715], [3.6897, 1.2571, -6.9028], [2.7436, 2.2746, -6.2549], [3.6017, 3.0310, -5.2212], [2.2210, 3.2043, -7.3887], [1.5341, 1.6670, -5.7698], [0.7514, 2.6494, -5.0914], [-0.4695, 0.5826, -4.7071], [-0.1159, -0.4680, -6.0358], [0.1026, -1.0111, -4.3151], [3.2202, 0.7000, -3.5021], [1.6192, 1.4602, -2.9767], [1.7676, -0.2329, -2.9148], [2.5951, -1.4639, -5.0332], [2.0653, -0.9202, -6.5075], [4.3804, 0.3535, -5.0344], [4.5157, -0.7847, -6.3836], [3.1684, 0.8622, -7.7984], [4.5041, 1.8997, -7.3043], [4.2145, 2.4237, -4.5893], [2.9375, 3.6985, -4.6243], [4.2920, 3.7301, -5.6920], [1.7775, 4.1340, -6.9897], [1.5563, 2.6013, -8.0185], [3.0859, 3.4569, -8.0578], [-0.0877, 2.6473, -5.5403], [2.5736, 1.5150, 4.8596], [3.4577, 0.2976, 4.6709], [2.5569, -0.7758, 4.0492], [4.6753, 0.7001, 3.8120], [5.8200, -0.3396, 3.7870], [6.2436, -0.6047, 5.2206], [5.0467, -0.9570, 6.1024], [4.6040, -2.4320, 5.7415], [5.5713, -0.8442, 7.5840], [4.0119, 0.0254, 6.0054], [3.0193, -0.4507, 6.8890], [1.5879, 1.2744, 5.2954], [3.0314, 2.3208, 5.3964], [2.2332, 1.9855, 3.9655], [3.1635, -1.5011, 3.4523], [2.0437, -1.3958, 4.7545], [1.7478, -0.4041, 3.3667], [4.3299, 1.0433, 2.8204], [5.0722, 1.6523, 4.2637], [5.3321, -1.1874, 3.3304], [6.7172, 0.0123, 3.3182], [6.7201, 0.3139, 5.6395], [6.9875, -1.3804, 5.2707], [3.6519, -2.7761, 6.2188], [5.4994, -3.0779, 5.9388], [4.4115, -2.6281, 4.6956], [5.0916, -1.5512, 8.2947], [5.4649, 0.1068, 8.0818], [6.6324, -1.1212, 7.5630], [2.8895, 0.2656, 7.5237], [-0.2539, -5.9345, 2.9476], [0.7204, -5.7277, 1.8864], [0.6557, -6.1038, 0.4639], [1.1103, -4.0049, 1.7722], [2.5874, -3.8401, 2.0535], [3.2651, -5.2319, 1.7353], [2.3770, -6.2924, 2.3381], [0.5158, -3.5241, 2.5325], [0.8848, -3.6215, 0.7579], [3.1809, -3.0793, 1.5764], [2.6943, -3.7428, 3.0954], [4.3109, -5.2325, 2.1981], [3.3550, -5.4487, 0.6132], [2.4699, -6.4575, 3.4113], [2.4465, -7.2050, 1.7811], [-3.2653, -5.7432, -1.8624], [-3.2929, -4.3711, -1.4226], [-3.0346, -3.3083, -2.3890], [-4.8540, -4.1370, -0.6619], [-4.7581, -4.9665, 0.6517], [-3.2847, -4.9300, 1.1348], [-2.4067, -4.2841, 0.0467], [-5.5886, -4.5548, -1.3236], [-4.9547, -3.0389, -0.5466], [-5.4152, -4.6405, 1.4773], [-5.0861, -5.9250, 0.3765], [-3.0639, -5.9717, 1.1997], [-3.1548, -4.4412, 2.0933], [-1.4602, -4.8206, -0.0535], [-2.2222, -3.2169, 0.1813], [-7.3021, -2.9893, -2.0061], [-7.1736, -1.5471, -2.1907], [-7.0070, -0.6158, -1.1068], [-5.8417, -1.2691, -3.4582], [-6.5131, -0.8915, -4.7553], [-7.9681, -1.3231, -4.6522], [-8.4329, -0.8887, -3.2439], [-5.2193, -2.1731, -3.4616], [-5.1785, -0.4858, -3.0914], [-6.5166, 0.1879, -4.7181], [-5.9481, -1.2402, -5.5940], [-8.1741, -2.3840, -4.7194], [-8.6112, -0.8512, -5.4775], [-9.4707, -1.2054, -3.0241], [-8.4528, 0.1666, -3.0353], [2.5276, -2.2420, -1.2065], [3.9234, -2.2730, -0.8323], [4.5255, -3.3808, -0.1392], [4.6913, -1.8530, -2.3984], [5.4580, -0.5961, -2.0781], [4.6912, 0.2429, -1.0418], [4.2931, -0.7020, 0.0425], [3.8552, -1.8197, -3.0676], [5.3649, -2.6554, -2.6614], [6.3870, -0.8736, -1.5879], [5.7440, -0.0166, -2.9750], [3.7494, 0.6039, -1.5238], [5.3026, 1.1345, -0.6650], [3.5015, -0.3680, 0.7552], [5.1206, -0.9931, 0.6694]], "forces_ev_per_a": [[-0.8132, -0.1567, -1.6973], [0.4553, 1.1019, -0.1602], [0.9644, -1.1332, 0.8073], [-0.1113, 1.8543, -0.2509], [0.6753, 0.4752, 0.7022], [0.4828, 0.5328, -0.6700], [-0.4289, -0.8920, 0.5727], [0.3670, 0.0118, -0.7016], [0.8256, -0.8499, 0.9718], [1.6397, 1.7539, -0.4174], [-1.5488, 0.7120, 1.6601], [0.2411, -0.0076, 0.5039], [0.4151, -0.1612, 0.1731], [-0.5015, -0.8835, -0.0382], [0.6000, -0.3083, 0.2816], [-0.9034, 0.1036, -0.3671], [-0.3497, 0.9348, 0.0633], [-0.5901, -0.2130, -0.2961], [-0.2866, -1.1445, -0.0458], [0.2437, -0.4235, 0.0639], [-0.5633, -0.3574, -0.0086], [-0.1377, -0.4620, 0.4708], [-0.8897, 0.4234, -0.2824], [-0.0890, 0.0663, 0.4267], [-0.4325, -0.1160, -0.3686], [0.3723, -0.3473, 0.3374], [-0.2486, 0.0597, -0.2721], [0.1181, 0.7046, -0.4990], [0.1279, 0.0555, -0.1630], [0.0762, -0.7637, -0.9083], [-0.9020, -0.9746, -0.4602], [0.4641, 0.1170, 1.6567], [-0.2735, 1.5764, 1.1083], [-1.2008, -0.1905, 0.3044], [-0.3586, 0.9623, -0.0730], [-0.0109, -0.0104, 1.5312], [-0.1039, -0.1143, -0.9800], [0.6589, -0.8309, 0.2867], [0.6402, 1.1057, 0.7677], [-0.4528, 1.1779, -0.6591], [0.7727, -0.9211, -0.5234], [1.0579, 0.9107, 0.1339], [-0.5932, -0.0442, 0.1629], [0.6509, -1.0340, -0.8524], [0.7234, -1.0675, -0.6335], [0.0988, 0.2125, 0.2055], [-0.5161, 0.2047, -0.7956], [0.0708, 0.1573, -0.3222], [0.5041, 0.2862, 0.1434], [-0.2875, -0.1620, -0.1188], [0.8971, -0.5802, -0.3538], [0.0319, 0.2191, -0.2704], [0.3323, -0.2845, -0.1727], [-0.5886, 0.3664, -0.1912], [-1.1851, 0.2231, 0.2538], [-0.0866, -0.2252, -0.2897], [-0.0801, -0.5440, 0.4361], [0.0753, -0.0824, -0.1272], [-0.2948, -0.2911, -0.4247], [0.0476, -0.1912, 0.1435], [-0.0902, -1.0528, 0.0365], [-0.0633, 0.2622, 0.1818], [-2.0541, 1.8175, -1.0230], [-0.7653, -0.6126, -1.7878], [1.2177, 1.2901, 0.6423], [1.3530, -1.8252, -2.3637], [0.5905, 0.6856, 1.8260], [-0.2820, 1.4126, -1.4940], [1.0955, -1.1244, -0.3067], [1.5405, -0.9116, -0.6621], [-1.1312, 0.0634, -0.4071], [-0.3673, 0.6406, -0.4498], [0.0190, 0.3778, -0.0945], [0.0558, 0.0440, 0.1294], [0.4825, -0.4124, 0.0255], [0.4733, -0.7487, 1.6460], [0.2376, -0.1575, -0.2265], [0.1365, -0.2562, 0.2428], [0.2119, -0.0289, 1.0164], [0.0110, -0.4012, 0.4954], [-0.4068, 0.0678, -0.1092], [-0.4980, 1.0446, 0.0557], [-0.8778, -0.3574, 0.8505], [0.1068, -0.2610, 0.5737], [0.0497, -0.4724, 0.1152], [-0.0468, -0.5720, 0.0143], [0.1406, 0.0814, 0.3417], [-1.3227, 0.7562, -0.0696], [0.1780, 0.4539, 0.0716], [0.2516, 0.1491, 0.2997], [1.2323, 1.1734, -0.6171], [-1.2893, -0.0086, -0.9400], [2.0068, -0.0293, 0.2282], [0.5237, 0.4819, 0.6601], [1.9262, 0.1891, 0.3639], [0.2520, 0.5316, -1.4308], [0.6054, -0.7352, 1.2419], [0.0109, -1.9806, -0.0583], [-0.9113, -0.4827, -1.2426], [-0.6525, 1.5985, -1.3640], [0.9568, -1.2137, 1.9339], [0.0512, -0.4650, 0.3454], [-0.1209, -0.3990, 0.7221], [-0.8817, -0.7339, 0.3621], [-0.0711, 0.5235, 0.8808], [-0.8059, -0.5279, -0.8619], [-0.1564, 0.7057, 0.0228], [0.0245, -0.9918, -0.6955], [-0.1924, -0.1155, -0.2114], [-0.7285, -0.3178, -0.3008], [-1.0268, -0.0352, -0.3494], [-0.2734, 0.6336, 0.0539], [-0.5880, -0.0104, 0.5781], [0.1331, 0.0208, -0.0922], [-0.3633, 0.6201, 0.7488], [-0.6310, 0.0784, -0.0879], [1.1294, 0.3955, 1.1588], [0.5673, 0.2339, 0.0525], [-0.3649, 0.1701, -0.3129], [0.1878, 0.2709, -0.2719], [0.8039, -0.4692, -0.7503], [0.7388, 2.5199, 2.4875], [0.1556, -1.0574, 0.9644], [0.2102, -1.2681, -2.0090], [-1.0759, -0.5967, -0.4836], [1.0539, 0.5276, 0.4142], [-1.3625, 1.2632, -1.8861], [0.6178, -1.0967, 1.2609], [0.6912, -0.8165, -0.1497], [-0.9356, -1.5601, -0.1072], [0.5569, 0.4970, 0.1590], [-0.6292, 0.2240, -0.1923], [0.5780, 0.1030, 0.5073], [-0.5667, -0.4749, 0.1863], [0.1170, 0.0548, -0.3430], [0.1681, -0.0707, -0.4778], [-0.5790, 0.2577, -0.1919], [0.6402, -0.2023, 0.0257], [0.1854, 0.5494, 0.4019], [-0.2689, 0.1379, 0.3506], [-0.1452, -0.1860, -0.0937], [0.3351, -0.0606, -0.3268], [-0.3745, 0.2971, -0.1451], [0.2885, 0.5260, 0.1792], [-0.7812, 0.7362, 0.0198], [-0.0838, -0.2276, 0.4310], [-0.3260, 0.3687, 0.2878], [0.4204, -0.0304, -0.2599], [-0.2635, 0.2437, 0.3361], [-0.1867, -0.1024, -0.5095], [-0.0583, -0.5053, -0.3655], [-0.5594, -0.7826, 2.0276], [1.1836, -0.6567, -2.1507], [0.8510, 0.4295, 0.0469], [-0.0435, -0.3271, -0.1954], [0.3522, -1.2738, 0.4445], [0.8757, -0.5713, -0.2703], [-0.4934, -0.2814, 0.1891], [-1.2197, 0.4861, -0.4768], [0.5682, 0.4489, -0.2998], [-0.2210, 0.7127, -0.5016], [0.1014, -0.0530, 0.1703], [0.2970, 0.4033, -0.8243], [-0.1666, -0.3024, 0.6679], [-1.0222, 0.2734, 0.3897], [0.1575, 0.3485, 0.4764], [-0.0985, -0.1760, 0.9430], [-0.6367, -0.0633, -0.4712], [-0.0398, 0.1815, -0.5326], [0.3756, 0.9139, 0.5921], [-0.3603, -0.1498, 0.0837], [0.1662, 0.0035, -0.5813], [0.1384, 0.4241, -0.3386], [0.5498, -0.3285, -0.1122], [-0.8249, 0.5106, 0.3744], [0.3256, -0.0852, 0.3899], [-0.4461, -0.3599, 0.1406], [0.3430, 0.5252, -0.2023], [0.1430, 0.1026, 0.3720], [-0.1682, 0.1504, 0.0442], [0.2886, 0.0194, 1.0841], [-1.4307, -1.2928, 1.4564], [0.0178, 1.8561, 0.3029], [0.3020, -0.5335, -0.3277], [-1.3079, -1.1573, -0.6699], [-0.6525, -0.2211, -0.9259], [0.5972, 1.0858, -0.7666], [-1.3476, 1.7393, 0.0819], [1.6459, 0.1961, -0.2848], [-0.0921, -0.3900, -0.0058], [1.0869, -0.1714, 0.5439], [-0.5329, 0.3362, 0.2738], [0.3425, -0.1397, -0.1320], [0.2386, 0.2687, -0.6168], [-1.1586, -0.0603, 0.2719], [0.6863, -0.4997, -0.9011], [0.2012, -0.7847, -0.0215], [0.3783, 0.7509, 0.1768], [0.1281, 0.1671, -0.9428], [0.8281, 0.3409, 0.5637], [0.3599, 0.7096, -0.1744], [0.2729, 0.0201, 0.2779], [0.0490, -0.9068, 0.5464], [0.0707, -0.5767, 0.5135], [0.4365, -0.6322, -0.0569], [0.0351, -0.0781, -0.4388], [0.0059, -0.5472, -0.3455], [-0.2177, 0.3890, 0.3189], [-0.6326, 0.1739, 0.5922], [-0.8084, -0.0481, -0.4121], [-1.2738, 0.2160, 0.2551], [-0.5816, 0.7449, -0.1060], [0.5771, -1.0381, -1.6976], [0.6811, 1.5197, 0.2609], [-1.3879, 0.8225, 0.8731], [-0.6474, 1.0707, 0.1152], [1.0274, -1.2334, 1.0468], [0.4376, -0.2461, 0.7087], [0.0275, -2.0150, 0.0908], [-0.0886, 0.1517, -0.4308], [-1.0382, 0.2046, 0.2600], [0.5774, -0.2144, 0.4275], [0.4663, 0.2459, 0.7205], [0.1653, 0.0721, -1.4087], [-0.4621, 0.5840, 0.2208], [-0.2755, -0.0821, 0.8517], [0.8707, 0.1504, 0.5145], [0.0589, -0.5489, 0.1232], [-0.2841, -0.7566, -0.1942], [0.6966, -0.7615, -0.3872], [0.1182, 0.1123, -1.0918], [-0.3106, -0.4586, -0.3500], [0.2503, -0.4806, 0.1045], [1.1211, 0.2775, 0.1940], [-1.0232, 0.2378, 0.3936], [0.0926, 0.5348, -0.4855], [0.0938, 0.1612, -0.6619], [-0.0277, 0.6524, -0.5137], [-0.1074, 0.1233, 0.2115], [0.0101, -0.0464, -0.1599], [0.0847, -0.4913, -1.2793], [1.3605, 0.4214, -1.1517], [-1.2256, -0.5391, 1.4765], [0.0096, 1.5563, -0.6032], [0.7782, -2.3282, -0.5703], [1.3350, 0.5643, -0.6397], [-0.5796, -0.0157, 0.1932], [-0.3166, 0.4261, -0.0134], [-0.2639, -0.4458, 0.4940], [-0.5648, 0.4200, -0.2383], [0.2628, 0.3771, 1.5432], [-1.3668, -0.1565, -0.7648], [-0.0641, 0.6137, 1.6249], [-0.0400, 0.1476, -0.0212], [0.1777, -0.7526, 0.0237], [0.2881, -0.1866, -0.4628], [-1.1585, -0.9193, -1.0315], [0.0916, -0.2127, 0.4978], [-0.1711, 0.6724, 1.1217], [-0.0824, 2.3345, 0.1281], [-0.5546, -0.1294, -0.9606], [1.1829, 0.3057, 1.1716], [-0.4197, 0.2213, -0.3696], [-0.2907, -0.5973, 0.1653], [0.0579, 0.2188, -0.6843], [-0.0778, -1.5155, -0.1102], [0.9121, -0.5892, 0.4799], [0.0240, 0.0376, 0.0466], [0.0258, 0.1640, -0.2080], [-0.0068, 0.0406, 0.5184], [-0.2703, 1.2433, 0.1141], [1.0135, -0.1928, -1.2016], [0.0616, -0.4481, 0.6812], [0.6901, -0.7389, 1.3973], [-0.3993, 0.0785, 0.9890], [-1.6945, 1.1714, -0.9923], [-1.3563, -0.6949, -0.7356], [-0.4032, -0.0520, -0.1827], [-0.2100, 0.0759, 0.2211], [-0.0353, 0.4541, -0.6306], [0.0713, -0.2136, -0.6359], [0.4283, -0.3831, -0.1165], [0.8869, -0.4888, 1.2295], [0.7343, -0.3900, 0.1504], [0.4285, 0.6111, -0.2803], [-0.5439, -0.7062, 0.7752], [-0.7242, 1.4025, -0.4794], [0.1377, 0.0196, -0.3245], [0.9360, -0.5505, 0.9610], [0.6019, 1.1607, -0.2527], [-0.3681, 1.5235, -0.8105], [-0.1556, -0.8718, 1.1123], [-0.2289, 0.4457, -0.4923], [0.0950, -0.3034, -0.2121], [0.3349, -0.2108, -0.0964], [-0.2877, -0.2322, 0.3537], [0.8076, 0.1005, 0.4342], [-0.9232, -1.2458, -0.5338], [0.1457, -0.4386, -0.9225], [0.6155, 0.0602, 0.2609]], "mulliken_charge": [-1.829, 2.276, -1.933, -0.735, 2.244, -1.504, 2.039, -1.920, -1.279, -0.051, -0.520, 0.354, 0.273, 0.439, 0.555, 0.550, 0.003, 0.712, -0.376, -0.635, -0.950, 0.167, 0.382, 0.425, 0.392, 0.419, -0.160, 0.518, 0.341, 0.365, -1.932, 1.763, -1.699, -1.381, -0.522, -1.365, 2.107, -1.943, -1.439, -0.521, -0.015, 0.323, 0.411, 0.520, 0.322, 0.595, 0.360, 0.411, 0.319, 0.234, 0.428, 0.375, 0.352, 1.146, -0.280, 0.645, 0.347, 0.523, -0.224, 0.282, -1.155, 1.375, -0.535, 0.352, 1.790, 0.503, 1.223, 1.015, 0.657, 0.770, 1.025, -0.065, 0.506, 0.035, -0.501, -0.968, 0.839, 0.128, -0.621, -1.178, -0.726, -0.712, -0.899, -1.204, -0.292, -0.229, -0.704, 0.062, -0.282, -0.545, -2.166, 1.443, -2.001, -0.288, -1.294, 0.574, 1.407, -2.192, -1.455, 1.491, -0.683, 0.759, 0.612, -0.072, 0.519, 0.364, 0.347, 1.137, -0.965, 1.153, -0.457, -1.228, 0.609, 0.399, 0.434, 0.364, 0.991, -0.753, 0.475, 0.306, -1.912, 1.938, -1.216, -2.329, 1.488, -1.423, 2.059, 0.086, -2.427, 0.158, -0.501, 0.410, 0.360, 0.447, -0.249, 0.416, 0.446, 0.455, 0.433, -1.117, 0.903, 0.579, -0.174, -0.429, -0.871, 0.578, 0.520, 0.455, 0.302, 0.325, -2.207, 2.410, -1.148, -2.284, 1.737, 0.590, 2.465, 0.354, -2.324, 0.129, -0.540, 0.422, 0.536, 0.469, 0.341, -0.315, 0.281, 0.313, 0.398, -0.904, -0.406, -0.770, -0.521, -0.781, -1.075, 0.779, 0.175, 0.502, 0.451, 0.405, -1.134, 2.380, 0.929, -0.425, -0.451, -1.498, 1.804, -1.427, -1.865, 0.101, 0.517, -0.238, 0.735, -0.493, -0.682, -1.074, 0.268, -1.420, 0.877, -0.185, 0.437, 0.368, 0.528, 0.221, 0.051, 0.593, 0.222, 0.464, 0.420, -0.160, -1.347, 3.383, 0.873, -0.882, -0.182, -1.778, 1.809, -1.308, -1.910, -0.216, -0.222, -0.545, 0.812, -0.393, -0.949, -0.118, -0.813, -0.587, 0.654, -0.104, 0.507, 0.399, 0.514, 0.141, 0.533, 0.142, 0.322, 0.417, 0.450, 0.311, -0.653, 0.920, -0.478, 1.464, 1.511, -0.191, -1.021, -0.670, -0.198, -1.304, -0.383, 0.535, -0.197, 0.244, 0.647, -0.821, 1.944, -0.672, -0.253, -1.273, -0.377, 0.695, 0.903, -0.522, 0.369, 0.423, 0.492, -0.135, 0.071, -0.708, -0.629, 1.112, -0.652, 0.989, -0.406, -0.799, -0.882, 0.071, -0.911, 0.043, 0.494, 0.343, 0.391, 0.454, 0.398, 0.391, 1.255, -0.956, 0.620, -1.186, 0.941, -0.870, -1.013, 0.744, 0.445, 0.419, -0.959, 0.271, -0.171, 0.526], "orbital_gap_ev": 8.370, "spin_multiplicity": 1, "total_charge": 0, "smiles": "CC1(C)CCCC(C)(C)N1O.CC1(C)CCCC(C)(C)N1O.CC1(C)CCCC(C)(C)N1O.CC1(C)CCCC(C)(C)N1O.CC1(C)CCCC(C)(C)N1O.CC1(C)CCCC(C)(C)N1O.CC1(C)CCCC(C)(C)N1O.CC1(C)CCCC(C)(C)N1O.O=S1(=O)CCCC1.O=S1(=O)CCCC1.O=S1(=O)CCCC1.O=S1(=O)CCCC1", "e_lumo_ev": 0.26}